[1]
The following is a quantum chemistry calculation of C32H50CeClO2P as an isolated structure in a non-equilibrium geometry, from the Open Molecules 2025 dataset.

XYZ file:
```
87
Properties=species:S:1:pos:R:3:forces:R:3
Ce 0.305 -4.275 1.186 -0.2 -0.8 0.3
P -0.071 0.780 0.306 0.0 -0.5 0.2
Cl -1.050 -3.480 3.188 -0.5 0.7 1.5
C -1.274 -5.624 0.755 0.0 -1.3 -0.1
H -1.864 -6.066 1.577 -0.2 -0.1 -0.5
H -1.549 -5.905 -0.270 -0.4 -0.2 0.1
C 0.240 2.155 1.544 0.1 -0.2 -0.5
C -1.750 1.092 -0.482 0.7 0.0 0.2
C -0.835 2.118 2.647 0.2 0.1 0.0
H 1.194 1.816 1.995 -0.2 0.1 0.0
C -0.415 2.995 3.834 0.0 -0.1 -0.2
H -1.793 2.483 2.244 0.2 -0.1 0.1
H -1.001 1.085 2.984 0.0 0.2 -0.1
C -0.073 4.428 3.407 -0.1 0.0 -0.1
H -1.219 3.003 4.579 0.1 0.0 0.0
H 0.463 2.538 4.308 -0.1 0.0 0.0
C 0.882 4.491 2.208 0.1 -0.1 -0.1
H -1.001 4.959 3.158 0.1 -0.1 0.0
H 0.375 4.960 4.254 -0.1 0.0 -0.1
C 0.465 3.582 1.041 -0.1 0.3 0.3
H 0.960 5.524 1.847 0.1 0.0 0.1
H 1.886 4.188 2.535 -0.1 0.0 0.0
H -0.456 3.969 0.584 0.2 -0.1 0.1
H 1.243 3.611 0.266 -0.2 0.0 0.2
C 1.184 1.018 -1.074 -0.6 -0.1 0.1
C -2.186 2.540 -0.697 -0.2 0.0 -0.2
H -1.631 0.595 -1.464 -0.1 0.1 0.3
C -3.485 2.567 -1.515 0.0 0.0 0.0
H -2.362 3.018 0.278 0.0 -0.1 -0.2
H -1.414 3.123 -1.217 -0.2 -0.1 0.2
C -4.603 1.719 -0.893 0.0 0.0 0.1
H -3.820 3.605 -1.622 0.0 -0.1 -0.1
H -3.264 2.191 -2.524 0.0 0.0 0.1
C -4.143 0.320 -0.475 0.1 -0.2 -0.1
H -5.005 2.238 -0.013 0.1 0.0 0.0
H -5.429 1.629 -1.608 0.0 0.1 0.1
C -2.830 0.340 0.313 -0.1 -0.1 -0.2
H -4.918 -0.181 0.118 0.0 0.1 -0.1
H -3.995 -0.299 -1.371 0.0 0.1 0.1
H -2.982 0.832 1.286 0.0 -0.1 -0.1
H -2.506 -0.689 0.521 -0.1 0.3 0.0
C 2.591 1.171 -0.485 -0.1 0.1 0.0
H 1.115 0.036 -1.579 0.1 0.3 0.2
C 3.652 1.186 -1.589 -0.1 -0.1 0.0
H 2.651 2.108 0.090 0.1 -0.1 -0.1
H 2.786 0.350 0.221 -0.1 0.2 -0.2
C 3.362 2.258 -2.644 -0.1 0.0 0.0
H 4.641 1.349 -1.142 -0.1 0.0 -0.1
H 3.673 0.196 -2.070 0.0 0.1 0.1
C 1.937 2.162 -3.204 0.0 -0.2 0.0
H 3.510 3.251 -2.198 0.0 -0.1 0.0
H 4.084 2.170 -3.465 0.0 0.1 0.1
C 0.863 2.100 -2.111 0.3 0.1 0.1
H 1.734 3.016 -3.860 0.1 -0.1 0.0
H 1.850 1.255 -3.817 0.1 0.1 0.1
H 0.794 3.079 -1.614 0.0 -0.2 -0.2
H -0.112 1.899 -2.575 0.2 0.0 0.1
C 3.326 -1.677 1.697 0.8 1.6 0.0
C 2.707 -2.813 1.872 -0.7 -1.6 1.1
H 2.881 -0.741 2.063 0.3 -0.5 0.3
C 3.149 -4.109 1.213 1.2 -0.1 -0.5
H 1.897 -2.899 2.641 0.5 0.5 -0.9
C 4.664 -4.097 0.836 -0.5 0.0 0.4
H 2.953 -4.977 1.867 0.0 0.2 -0.2
H 2.620 -4.289 0.244 0.3 0.2 0.5
C 5.083 -2.770 0.205 -0.3 0.2 -0.1
H 5.246 -4.278 1.745 0.0 0.0 0.0
H 4.876 -4.919 0.143 0.0 0.0 0.1
C 4.679 -1.546 1.052 0.3 -0.1 -0.6
H 6.166 -2.758 0.055 -0.1 0.0 -0.1
H 4.620 -2.681 -0.785 0.0 0.0 0.1
H 5.448 -1.407 1.832 -0.4 0.0 0.0
H 4.725 -0.638 0.432 0.0 -0.2 0.1
O -0.416 -1.476 -2.121 -0.1 -0.6 0.3
C -0.873 -2.369 -1.405 0.8 -0.4 0.7
O -0.186 -3.040 -0.497 -0.9 2.0 -2.6
C -2.323 -2.736 -1.530 -0.4 -0.1 -0.2
C -3.090 -3.131 -0.425 0.1 -0.1 -0.1
C -4.467 -3.303 -0.572 0.0 0.0 -0.3
C -5.064 -3.156 -1.829 0.2 0.0 0.1
C -4.282 -2.827 -2.944 0.0 -0.1 0.1
C -2.912 -2.618 -2.799 -0.2 0.0 0.5
H -2.605 -3.364 0.531 -0.2 0.3 -0.3
H -5.075 -3.554 0.301 0.2 0.0 -0.3
H -6.138 -3.318 -1.942 0.3 0.1 0.0
H -4.736 -2.727 -3.931 0.0 -0.1 0.3
H -2.277 -2.363 -3.648 -0.2 0.1 0.2
```
Forces are in eV/Å.

Multiplicity: 2
HOMO level (alpha / beta): -2.274 / -2.262 eV
<S²>: 0.75
Energy relative to the best compared isomer or geometry (same formula, charge and spin): 0.0000 eV
Total charge: -1
F_max: 3.4 eV/Å
E: -2676.5234 a.u.

Here are the Löwdin charges for atoms 1 to 6, given in e: atom 1 (Ce): 0.4767, atom 2 (P): 1.1389, atom 3 (Cl): -0.0405, atom 4 (C): -0.4636, atom 5 (H): -0.0966, atom 6 (H): -0.0917

=====

[2]
The following is a quantum chemistry calculation of C28H29IN2O5PdSSi as an isolated structure in a non-equilibrium geometry, from the Open Molecules 2025 dataset.

XYZ file:
```
68
Properties=species:S:1:pos:R:3:forces:R:3
Pd 1.050 -0.002 -0.305 0.8 0.9 0.3
C 5.021 -1.745 -1.091 0.0 0.0 0.0
C 5.726 -0.649 -0.609 0.0 0.0 0.0
C 5.094 0.576 -0.536 0.1 0.0 0.0
C 3.767 0.670 -0.936 0.0 0.3 0.0
N 3.070 -0.394 -1.341 -0.2 -0.5 0.1
C 3.694 -1.569 -1.426 0.0 -0.1 0.0
C 2.981 1.909 -0.951 0.2 0.3 0.0
C 3.543 3.159 -1.189 0.0 0.1 0.0
C 2.731 4.279 -1.283 0.0 0.0 0.0
C 1.358 4.147 -1.136 0.0 0.0 0.0
C 0.789 2.902 -0.881 0.0 0.3 0.0
C 1.601 1.791 -0.792 -0.2 -0.7 0.0
H 5.483 -2.718 -1.191 0.0 0.0 0.0
H 6.756 -0.757 -0.292 0.0 0.0 0.0
H 5.603 1.448 -0.149 0.0 0.0 0.0
H 3.107 -2.402 -1.798 0.0 0.0 0.1
H 4.616 3.251 -1.326 0.0 0.0 0.0
H 3.168 5.251 -1.474 0.0 0.0 0.0
H 0.718 5.017 -1.218 0.0 0.0 0.0
H -0.279 2.825 -0.749 0.0 0.1 0.0
O -1.136 0.088 -1.467 -0.6 -0.3 -0.1
C -1.518 0.856 -0.509 -0.4 0.0 0.0
O -0.917 0.933 0.572 0.1 0.0 -0.3
C -2.720 1.724 -0.750 0.1 0.0 0.1
C -3.463 1.591 -1.913 -0.1 0.0 -0.1
C -4.554 2.424 -2.188 0.1 -0.1 -0.1
C -4.838 3.387 -1.256 -0.1 0.0 -0.1
O -5.833 4.319 -1.290 0.0 0.1 0.1
C -5.655 5.135 -0.125 0.1 -0.2 0.0
O -4.599 4.563 0.647 -0.1 0.1 0.0
C -4.096 3.529 -0.097 0.1 0.1 0.1
C -3.033 2.720 0.191 0.0 -0.1 0.1
H -3.167 0.840 -2.633 0.0 0.0 0.0
H -5.137 2.328 -3.095 0.0 0.0 0.0
H -6.575 5.140 0.457 0.0 0.0 0.0
H -5.384 6.147 -0.427 0.1 0.0 -0.1
H -2.443 2.821 1.094 0.0 0.0 0.0
I 0.706 -5.094 -0.990 0.0 0.0 0.0
C 0.710 -3.002 -0.505 -0.1 -0.4 0.1
H 0.626 -2.471 -1.447 0.0 0.1 -0.1
H 1.648 -2.786 0.005 0.0 0.1 0.0
S -0.547 -2.506 0.675 0.1 -0.1 0.2
C -1.987 -2.947 -0.242 -0.2 -0.3 0.3
N -2.308 -2.194 -1.294 0.2 0.8 0.1
C -3.397 -2.400 -2.026 -0.3 -0.2 -0.2
C -4.248 -3.444 -1.732 0.0 0.2 -0.3
C -3.959 -4.238 -0.638 0.0 -0.2 0.2
C -2.830 -3.987 0.123 0.3 -0.1 0.0
H -1.766 -1.227 -1.385 0.2 0.0 -0.4
H -3.562 -1.703 -2.835 0.0 0.0 0.0
H -5.129 -3.612 -2.334 0.0 0.0 0.0
H -4.612 -5.064 -0.385 0.0 0.0 0.1
H -2.569 -4.589 0.982 0.0 0.0 0.0
C 3.352 -0.745 3.983 0.1 -0.1 0.0
Si 2.081 -1.535 2.843 0.1 0.5 -0.2
C 2.373 -3.395 2.887 0.0 -0.2 0.0
C 0.396 -1.199 3.653 -0.1 -0.1 -0.1
O 2.204 -0.951 1.346 -0.3 -0.8 0.2
H 3.370 -1.236 4.964 0.0 0.1 -0.1
H 3.103 0.311 4.130 0.1 -0.1 0.0
H 4.357 -0.805 3.548 -0.1 0.0 0.1
H 2.377 -3.769 3.919 0.0 0.0 -0.1
H 3.339 -3.643 2.433 0.0 0.0 0.0
H 1.592 -3.946 2.344 0.1 0.0 0.1
H 0.518 -0.809 4.667 0.0 0.0 0.0
H -0.228 -2.099 3.710 0.0 0.1 0.0
H -0.137 -0.449 3.059 0.0 0.0 0.1
```
Forces are in eV/Å.

Multiplicity: 1
HOMO level (alpha / beta): -7.047 / -7.048 eV
Energy relative to the best compared isomer or geometry (same formula, charge and spin): 1.3443 eV
F_max: 1.3 eV/Å
E: -2683.3480 a.u.

Here are the natural (NBO) charges for atoms 1 to 6, given in e: atom 1 (Pd): 0.8612, atom 2 (C): -0.2622, atom 3 (C): -0.1429, atom 4 (C): -0.2332, atom 5 (C): 0.2317, atom 6 (N): -0.4634

=====

[3]
The following is a quantum chemistry calculation of one molecule with the formula C10H12N3P in a non-equilibrium geometry, from the Open Molecules 2025 dataset.

XYZ file:
```
26
Properties=species:S:1:pos:R:3:forces:R:3
C 4.553 1.061 -0.249 0.7 0.1 0.3
C 3.444 1.885 -0.163 -0.6 2.2 -0.4
C 4.371 -0.301 -0.042 2.6 -0.8 0.2
C 2.169 1.379 0.086 -1.0 -0.2 -0.3
C 3.138 -0.808 0.129 -1.2 2.7 -0.7
C 1.985 0.032 0.118 1.6 -2.4 0.9
C -1.561 -1.200 -0.073 -0.3 -0.2 -2.1
C -0.343 -0.727 0.130 3.3 0.1 0.4
C -1.871 -2.647 -0.576 1.9 0.7 -0.6
C -4.533 0.731 0.680 -1.4 1.7 -0.1
N -2.729 -0.555 0.002 -2.8 0.6 1.0
N -3.129 0.663 0.147 -0.2 1.9 0.1
N 0.816 -0.607 0.539 -2.8 0.4 -0.3
P -2.642 2.323 -0.219 -0.8 -0.9 0.9
H 5.610 1.328 -0.349 -0.7 0.8 -0.2
H 3.383 3.011 -0.307 1.0 -1.5 0.2
H 5.285 -1.018 0.083 -1.8 1.5 -0.5
H 1.243 1.930 0.257 0.6 0.6 -0.2
H 3.106 -1.803 0.244 -0.9 -3.5 0.6
H -1.132 -3.282 -0.059 -0.3 -0.2 -0.8
H -1.937 -2.810 -1.742 0.2 0.5 2.5
H -2.801 -2.755 -0.072 -1.0 -0.7 -0.1
H -4.693 1.400 1.614 0.9 -1.1 -1.5
H -5.338 1.110 -0.054 1.7 -0.5 0.6
H -4.773 -0.269 0.889 -0.5 -1.3 0.6
H -1.621 1.929 -1.013 1.5 -0.4 -0.8
```
Forces are in eV/Å.

Multiplicity: 1
HOMO level (alpha / beta): -7.117 / -6.832 eV
Energy relative to the best compared isomer or geometry (same formula, charge and spin): 3.7849 eV
F_max: 3.6 eV/Å
E: -893.6564 a.u.

Here are the natural (NBO) charges for atoms 1 to 6, given in e: atom 1 (C): -0.2463, atom 2 (C): -0.1834, atom 3 (C): -0.1879, atom 4 (C): -0.2469, atom 5 (C): -0.2157, atom 6 (C): 0.1209